1.
10
Properties=species:S:1:pos:R:3 method="wB97M-V/def2-TZVPD" total_charge=0 fmax_ev_per_a=1.4 de_lowest_ev=2.1635 energy_ev=-20945.7884 multiplicity=1 gap_ev=7.979 homo_energy_ha=-0.34345
C 0.410 -0.192 0.013
C -0.625 0.709 -0.007
H -0.640 1.784 -0.007
H -2.704 0.188 0.010
N 1.799 0.127 0.002
N -1.706 -0.075 0.001
N -1.396 -1.381 -0.001
N -0.100 -1.456 -0.007
O 2.028 1.341 -0.003
S 2.934 -1.045 -0.001

---

2.
64
Properties=species:S:1:pos:R:3 method="wB97M-V/def2-TZVPD" total_charge=-1 fmax_ev_per_a=0.7 de_lowest_ev=1.0086 energy_ev=-83113.5585 multiplicity=1 gap_ev=5.501 homo_energy_ha=-0.14787
Ca 0.720 0.997 -0.942
C -0.922 2.698 -3.108
N -1.348 1.731 -2.097
C -1.975 0.579 -2.732
C -2.210 2.354 -1.068
C -1.979 1.847 0.358
N -0.585 2.056 0.697
C -0.134 2.252 1.933
C 1.250 2.548 2.080
F 1.975 2.650 0.934
C 1.867 2.731 3.288
F 3.192 2.988 3.314
C 1.165 2.666 4.485
C -0.191 2.413 4.377
F -0.931 2.333 5.506
C -0.827 2.216 3.171
F -2.155 1.933 3.195
H -1.780 3.119 -3.652
H -0.254 2.214 -3.821
H -0.370 3.511 -2.638
H -2.836 0.882 -3.349
H -2.324 -0.107 -1.965
H -1.248 0.053 -3.352
H -3.268 2.225 -1.339
H -1.996 3.425 -1.067
H -2.269 0.787 0.428
H -2.680 2.393 0.995
H 1.644 2.820 5.439
O 4.277 -1.498 -5.472
C 3.529 -1.002 -4.662
C 2.490 -1.722 -3.835
O 2.191 -2.904 -3.916
C 1.902 -0.722 -2.944
C 2.510 0.551 -3.157
O 2.240 1.620 -2.496
C 3.450 0.464 -4.285
O 4.038 1.378 -4.832
O 0.946 -0.958 -2.113
C 0.634 -1.202 3.882
C 1.854 -1.679 3.081
C 1.729 -3.165 2.727
C 3.146 -1.401 3.857
C 1.890 -0.904 1.830
N 1.902 -0.305 0.854
H 0.564 -1.789 4.800
H -0.286 -1.332 3.313
H 0.732 -0.148 4.145
H 1.694 -3.745 3.651
H 2.582 -3.500 2.136
H 0.819 -3.353 2.157
H 3.132 -1.977 4.784
H 3.227 -0.342 4.106
H 4.023 -1.693 3.279
S -1.487 -2.122 0.753
C -2.513 -2.209 -0.541
N -2.125 -2.985 -1.623
C -2.850 -3.127 -2.741
C -4.049 -2.494 -2.840
C -4.409 -1.684 -1.743
N -3.694 -1.530 -0.660
H -1.201 -3.395 -1.548
H -2.419 -3.742 -3.519
H -4.669 -2.580 -3.718
H -5.335 -1.118 -1.779

---

3.
44
Properties=species:S:1:pos:R:3 method="wB97M-V/def2-TZVPD" total_charge=-1 fmax_ev_per_a=2.8 energy_ev=-54860.3844 multiplicity=1 gap_ev=7.396 homo_energy_ha=-0.16734
C 3.400 3.737 2.901
C 3.468 2.520 2.239
C 2.259 1.897 1.953
C 1.023 2.474 2.180
C 0.956 3.695 2.855
C 2.161 4.301 3.214
S -0.334 1.463 1.557
O -1.013 0.894 2.706
O -1.089 2.244 0.594
C 0.542 0.288 0.704
C -0.088 -0.147 -0.593
C 0.575 -1.434 -1.131
C 1.373 -2.228 -0.295
C 2.437 -2.966 -0.846
C 2.494 -3.029 -2.247
C 1.519 -2.456 -3.099
C 0.542 -1.647 -2.503
S 2.254 0.306 1.117
O 3.105 0.508 -0.041
O 2.501 -0.749 2.100
H 4.343 4.211 3.145
H 4.409 2.040 1.955
H -0.008 4.134 3.100
H 2.152 5.248 3.737
H -0.212 0.745 -1.342
H 1.250 -2.277 0.787
H 3.210 -3.434 -0.176
H 3.430 -3.446 -2.666
H 1.588 -2.547 -4.205
H -0.150 -1.104 -3.135
C -5.121 -1.027 -1.910
C -4.792 -1.576 -0.653
C -3.481 -1.416 -0.239
C -2.529 -0.663 -1.062
C -2.860 -0.198 -2.340
C -4.196 -0.392 -2.747
N -1.404 -0.567 -0.232
C -1.675 -1.262 0.908
N -2.894 -1.807 0.943
H -6.160 -1.138 -2.232
H -5.480 -2.104 0.030
H -2.096 0.270 -2.963
H -4.496 -0.035 -3.724
H -0.916 -1.328 1.657

---

4.
28
Properties=species:S:1:pos:R:3 method="wB97M-V/def2-TZVPD" total_charge=+1 fmax_ev_per_a=4.3 de_lowest_ev=0.0000 energy_ev=-15277.1466 multiplicity=3 gap_ev="7.576 / 5.786" homo_energy_ha="-0.40533 / -0.53237"
C 1.727 0.973 -1.269
C 2.028 -0.948 0.045
C 1.174 1.711 -0.191
C 0.066 0.434 0.523
C 2.849 -2.074 0.396
C -2.219 1.512 0.359
C -1.939 -0.858 0.812
C -1.316 0.062 -1.478
C -1.328 0.262 0.082
N 2.272 -0.165 -1.017
N 0.773 -0.830 0.507
F 1.957 1.960 0.869
H 1.570 1.427 -2.243
H 0.538 2.623 -0.239
H 0.112 0.996 1.461
H 2.796 -2.864 -0.341
H 2.489 -2.692 1.226
H 3.902 -1.749 0.481
H -2.920 1.485 -0.388
H -1.629 2.486 0.509
H -2.739 1.284 1.300
H -2.989 -0.754 0.891
H -1.790 -1.800 0.353
H -1.572 -0.980 1.930
H -2.340 0.029 -1.882
H -0.835 -0.792 -1.659
H -0.821 0.875 -2.003
H 0.184 -1.613 0.966

---

5.
11
Properties=species:S:1:pos:R:3 method="wB97M-V/def2-TZVPD" total_charge=-1 fmax_ev_per_a=4.7 de_lowest_ev=0.4893 energy_ev=-29962.1910 multiplicity=1 gap_ev=6.965 homo_energy_ha=-0.12835
C -1.899 1.726 -0.124
C -0.697 1.229 0.468
C 0.487 2.013 1.500
C -0.114 -0.018 -0.242
O -2.507 2.276 -0.996
O 1.575 2.209 1.031
S -2.247 0.988 1.436
S -0.188 2.205 3.042
H 0.519 -0.501 0.407
H 0.360 0.278 -1.053
H -0.877 -0.725 -0.405

---

6.
42
Properties=species:S:1:pos:R:3 method="wB97M-V/def2-TZVPD" total_charge=0 fmax_ev_per_a=6.7 de_lowest_ev=6.5717 energy_ev=-29115.0800 multiplicity=1 gap_ev=8.174 homo_energy_ha=-0.33172
O 0.629 -53.480 16.064
H -0.013 -53.662 15.407
H 1.123 -54.273 16.069
O 1.445 -51.170 12.176
H 1.341 -51.275 13.184
H 0.567 -50.561 12.052
O 5.911 -55.097 15.324
H 4.964 -55.108 15.727
H 6.346 -55.929 15.714
O 4.419 -49.661 15.029
H 3.880 -49.252 14.381
H 3.679 -50.406 15.093
O 3.537 -54.125 16.381
H 3.868 -53.246 16.805
H 3.498 -54.625 17.255
O 5.033 -52.099 11.186
H 5.303 -51.552 11.861
H 4.251 -52.480 11.491
O 3.886 -53.571 14.038
H 3.421 -52.727 14.111
H 3.528 -54.255 14.668
O 2.077 -51.194 15.078
H 1.407 -51.792 15.555
H 1.597 -50.277 15.372
O 2.963 -53.401 12.179
H 3.242 -53.728 13.113
H 2.154 -52.911 12.360
O 2.385 -56.159 13.870
H 2.605 -56.299 12.917
H 1.813 -55.457 13.932
O 6.102 -51.263 12.963
H 6.244 -52.310 13.374
H 5.562 -50.804 13.552
O 5.830 -52.242 16.374
H 6.080 -52.702 15.654
H 6.430 -51.463 16.380
O 5.642 -56.436 13.133
H 5.331 -55.808 12.504
H 5.592 -55.889 13.972
O 3.139 -55.818 11.532
H 3.506 -55.930 10.717
H 3.109 -54.840 11.728